Density functional theory data (the ωB97M-V functional and the def2-TZVPD basis) for a molecular structure, C10H23N9O6Tl at a distorted geometry.

CARTESIAN COORDINATES (ANGSTROEM)
O1 0.00102 -1.26796 -3.77683
H1 -0.08411 -1.19439 -4.74824
Tl1 -0.11481 0.30615 -1.04365
N1 1.27483 -1.51265 -1.08145
N2 -0.99498 -1.89993 0.11042
N3 0.33177 2.34417 -0.52956
N4 -1.55082 1.02560 0.81782
O2 2.45974 -1.31713 -1.36822
O3 1.34017 2.99325 -1.17658
O4 -2.29127 0.31246 1.67036
O5 -2.08592 -2.07296 0.78123
C1 -0.46930 -3.01191 -0.47798
C2 0.76948 -2.80294 -1.12478
C3 -0.34217 3.03589 0.38793
C4 -1.38587 2.31357 1.12833
C5 1.51386 -3.77145 -1.94234
H2 1.39706 -3.50417 -3.00242
H3 1.16087 -4.79230 -1.79893
H4 2.58147 -3.70793 -1.69856
C6 -1.19319 -4.30857 -0.45310
H5 -2.14922 -4.23131 -0.99373
H6 -1.41133 -4.59707 0.58430
H7 -0.59555 -5.09772 -0.92111
C7 0.03503 4.44129 0.69060
C8 -2.14637 3.01961 2.19282
H8 0.71065 4.78532 -0.10307
H9 0.55691 4.49292 1.65963
H10 -0.85033 5.08618 0.75115
H11 -2.74836 2.30997 2.74973
H12 -2.80571 3.77936 1.76208
H13 -1.46403 3.53381 2.87254
H14 1.60204 2.35359 -1.89771
H15 -2.21131 -0.65653 1.30363
C9 -1.81552 -0.14406 -2.42704
H16 -1.45038 -0.84911 -3.18031
H17 -2.01043 0.87083 -2.82318
H18 -2.59854 -0.52903 -1.75669
O6 1.13674 0.83363 -2.79018
H19 0.47547 -0.42888 -3.52930
H20 0.83917 1.50290 -3.44034
N5 2.88277 1.32889 4.07085
N6 1.91717 0.64448 3.35143
N7 1.68768 -0.66727 3.65124
C10 1.10160 -1.06055 2.50429
N8 1.03163 -0.10800 1.57225
N9 1.62027 0.98571 2.10279
H21 2.73171 2.32140 3.97876
H22 2.88569 0.98225 5.02702
H23 0.72470 -2.06943 2.36412

Force components x, y, z for each atom (eV/Å):
O 1.5 -1.0 -2.1
H 0.2 -0.4 0.6
Tl -2.2 -0.4 -1.2
N 3.1 1.3 -0.4
N -2.7 0.1 2.4
N -0.8 2.7 2.5
N 1.1 3.5 1.2
O -2.5 -0.9 0.7
O 0.0 -0.1 -0.1
O -0.3 -1.2 -0.5
O 3.2 -0.2 -2.2
C 1.4 -0.7 -1.3
C -1.7 -1.2 0.4
C 1.7 -1.5 -2.3
C -0.7 -2.7 -0.6
C 0.2 -0.5 0.0
H 0.0 0.1 0.2
H 0.1 0.2 0.0
H -0.2 0.0 -0.1
C 0.0 -0.4 0.0
H 0.3 0.1 0.2
H 0.0 0.1 -0.3
H -0.3 0.2 0.2
C 0.0 0.2 -0.2
C 0.0 0.0 0.2
H -0.3 0.1 0.4
H -0.1 0.0 -0.3
H 0.2 -0.1 0.0
H 0.0 0.0 0.1
H 0.1 -0.1 0.0
H -0.1 0.0 0.0
H -0.2 -0.1 0.3
H -0.6 1.5 0.8
C -0.7 0.4 1.4
H -0.8 0.6 0.8
H -0.2 -0.6 0.2
H -0.1 0.4 -0.5
O 0.9 1.2 -1.0
H 0.3 0.0 0.1
H 0.1 -0.5 0.5
N -0.1 -0.2 0.0
N 0.5 -2.1 -1.2
N -0.6 1.7 -1.4
C 0.3 0.0 0.9
N 0.9 1.3 0.6
N -0.7 -1.3 1.0
H -0.1 0.2 0.2
H -0.2 0.2 -0.2
H 0.1 0.3 0.1

Output
Total charge   +1
F_max   3.89 eV Å⁻¹
E_LUMO (alpha / beta)   -6.3 / -6.3 eV